Entry from OMol25: C23H12Cl4F5N2NiO3S as an isolated structure (ωB97M-V/def2-TZVPD).

## Properties
* energy above the lowest of the compared OMol25 structures with the same formula, charge and spin: 1.791 eV
* E_HOMO (spin up / spin down): -3.654 / -3.658 eV
* E_LUMO (spin up / spin down): 1.66 / 1.65 eV
* charge: -1
* energy: -148726.128 eV
* 2S+1: 3
* <S²>: 2.0053
* HOMO-LUMO gap (spin up / spin down): 0.195 / 0.195 hartree
* M: 691.9 Da

Each line ends with the Mulliken charge.
Element x y z (Å)
Ni  0.701  -0.083  0.359  0.5828
Cl  -1.354  1.010  0.430  -0.2942
C  -2.071  0.897  2.040  0.7194
C  -1.753  1.903  2.931  -0.6453
C  -2.290  1.858  4.204  -0.5637
C  -3.127  0.795  4.531  -0.6314
C  -3.429  -0.183  3.607  0.5052
Cl  -4.500  -1.453  4.123  -0.2358
C  -2.930  -0.198  2.272  -0.5108
S  -3.343  -1.355  1.088  -0.4380
H  -1.080  2.693  2.633  0.3985
H  -2.057  2.625  4.928  0.3847
H  -3.558  0.724  5.521  0.3887
Cl  0.501  -4.612  2.264  -0.2430
C  0.584  -4.156  0.599  0.3772
C  0.742  -5.146  -0.373  -0.5993
C  0.829  -4.838  -1.704  0.7171
Cl  1.038  -6.119  -2.877  -0.3024
C  0.755  -3.499  -2.129  -0.0083
C  0.849  -3.061  -3.466  -0.7240
C  0.723  -1.732  -3.760  -1.1182
C  0.532  -0.819  -2.712  -0.2234
N  0.489  -1.185  -1.454  -0.2024
C  0.584  -2.504  -1.137  0.5566
C  0.499  -2.799  0.275  -0.0284
O  0.345  -1.856  1.118  -0.7881
H  0.795  -6.179  -0.058  0.4532
H  1.017  -3.790  -4.248  0.4039
H  0.773  -1.377  -4.780  0.3838
H  0.391  0.236  -2.918  0.6596
N  1.472  2.960  -3.236  -0.6046
C  2.739  2.281  -2.981  -0.3719
C  2.720  1.536  -1.653  0.3196
O  3.645  0.911  -1.236  -0.5512
O  1.545  1.650  -0.995  -0.2349
H  0.956  2.538  -3.995  0.1885
H  1.588  3.942  -3.440  0.1927
H  0.993  2.245  -1.554  0.4102
H  3.569  2.985  -2.929  0.4223
H  2.984  1.544  -3.747  0.2740
F  1.232  2.704  1.895  -0.4196
C  2.214  1.798  2.161  0.8073
C  2.095  0.500  1.716  -0.7846
C  3.176  -0.309  1.997  1.2103
F  3.212  -1.587  1.556  -0.3096
C  4.296  0.118  2.693  -0.2504
F  5.329  -0.709  2.941  -0.3192
C  4.360  1.430  3.127  0.8658
F  5.439  1.872  3.800  -0.3341
C  3.308  2.286  2.856  -0.1602
F  3.373  3.571  3.263  -0.3247

Atomic forces in eV per Å
Ni 0.510 -0.538 0.148
Cl -0.181 0.357 -0.175
C 0.062 -0.088 0.043
C 0.109 0.019 -0.050
C -0.071 -0.083 0.017
C 0.030 0.060 0.024
C 0.027 0.018 -0.069
Cl -0.020 -0.028 0.002
C -0.139 -0.047 -0.012
S -0.033 -0.045 0.034
H 0.000 -0.012 -0.015
H 0.007 0.010 0.023
H -0.014 -0.018 0.009
Cl -0.012 -0.017 -0.019
C 0.011 0.024 0.038
C -0.002 -0.031 -0.014
C 0.024 -0.079 -0.009
Cl -0.006 0.057 0.037
C 0.000 0.065 -0.038
C -0.009 -0.045 0.012
C -0.018 0.041 -0.014
C -0.061 -0.017 -0.033
N 0.044 0.004 0.105
C -0.016 0.052 -0.023
C -0.161 -0.030 -0.036
O 0.095 0.025 0.084
H 0.008 0.002 0.015
H -0.036 -0.002 -0.005
H -0.017 -0.007 0.006
H 0.065 0.019 0.006
N -0.061 -0.030 -0.071
C 0.037 0.039 -0.041
C -0.162 0.041 0.093
O 0.058 -0.139 0.014
O 0.021 0.069 -0.152
H 0.004 0.038 -0.020
H -0.018 0.003 0.042
H -0.044 0.027 0.103
H -0.003 -0.010 -0.038
H 0.043 0.024 0.018
F 0.111 -0.083 -0.015
C -0.016 0.099 0.070
C -0.080 0.309 -0.157
C 0.030 -0.118 0.063
F -0.011 0.101 -0.011
C 0.079 -0.019 0.065
F -0.115 0.099 -0.035
C 0.090 0.039 0.052
F -0.169 -0.066 -0.095
C 0.021 0.060 0.064
F -0.007 -0.150 -0.042



Entry from OMol25: C32H66BrIrN4O4Si as an isolated structure (ωB97M-V/def2-TZVPD).

## Properties
* E_HOMO (spin up / spin down): -15.928 / -16.583 eV
* E_LUMO (spin up / spin down): -8.88 / -9.68 eV
* charge: +3
* energy: -129141.826 eV
* 2S+1: 2
* <S²>: 0.7525
* HOMO-LUMO gap (spin up / spin down): 0.259 / 0.254 hartree
* M: 871.1 Da

Each line ends with the Mulliken charge.
Element x y z (Å)
Ir  -0.614  0.187  -0.626  2.2941
C  -2.192  3.081  1.218  -1.9988
C  -2.361  2.732  -0.255  0.2230
C  -3.648  1.910  -0.570  -1.5727
C  -4.177  0.704  0.264  1.0074
C  -5.265  0.016  -0.548  -1.7198
C  -4.661  1.003  1.677  -1.5221
N  -2.971  -0.241  0.371  0.0030
C  -2.990  -1.671  0.831  -0.8980
C  -2.055  -2.475  -0.064  -0.9375
N  -0.653  -1.956  -0.225  -0.1638
C  0.108  -2.022  1.058  -0.1027
C  -0.252  -0.878  2.007  0.0136
O  -0.282  -1.014  3.192  -0.6035
O  -0.539  0.286  1.396  -0.8011
C  -0.007  -2.767  -1.346  0.0998
C  0.674  -4.032  -0.833  -1.5715
C  0.940  -1.920  -2.178  -1.6145
C  0.366  -1.021  -3.294  1.8665
C  1.572  -0.394  -3.996  -2.1989
C  -0.467  -1.804  -4.306  -1.7769
N  -0.575  0.067  -2.710  -0.2836
C  -0.359  1.454  -3.214  -1.0631
C  -1.205  2.416  -2.407  -1.0586
N  -1.079  2.190  -0.918  0.2227
C  0.112  2.913  -0.399  -0.9466
C  1.370  2.181  -0.828  0.0919
O  2.430  2.683  -1.044  -0.6137
O  1.203  0.849  -0.919  0.5507
H  -3.166  3.360  1.614  0.4753
H  -1.552  3.949  1.355  0.5354
H  -1.792  2.263  1.819  0.3286
H  -2.509  3.678  -0.783  0.7187
H  -3.619  1.565  -1.609  0.3255
H  -4.457  2.642  -0.548  0.5835
H  -6.063  0.731  -0.748  0.4391
H  -5.715  -0.815  -0.006  0.4997
H  -4.897  -0.342  -1.514  0.3510
H  -5.358  1.840  1.651  0.3894
H  -3.856  1.250  2.365  0.4227
H  -5.201  0.145  2.080  0.3871
H  -2.636  -0.247  -0.624  -0.0048
H  -2.266  0.239  0.979  0.5821
H  -3.999  -2.065  0.738  0.5855
H  -2.706  -1.687  1.881  0.4197
H  -2.502  -2.508  -1.060  0.4074
H  -2.008  -3.501  0.308  0.4179
H  1.170  -1.926  0.819  0.0602
H  -0.045  -2.965  1.583  0.6718
H  -0.846  -3.078  -1.971  0.3715
H  1.616  -3.813  -0.330  0.3563
H  0.897  -4.679  -1.681  0.4939
H  0.040  -4.606  -0.156  0.3507
H  1.612  -2.609  -2.693  1.0528
H  1.590  -1.329  -1.522  -0.4259
H  2.160  -1.196  -4.441  0.5779
H  2.210  0.146  -3.295  0.4011
H  1.282  0.269  -4.810  0.4330
H  0.102  -2.647  -4.695  0.4108
H  -0.739  -1.174  -5.155  0.4026
H  -1.390  -2.200  -3.872  0.4763
H  -1.509  -0.195  -3.014  0.6576
H  -0.634  1.524  -4.268  0.6490
H  0.693  1.694  -3.132  0.4488
H  -2.253  2.305  -2.678  0.5241
H  -0.922  3.446  -2.630  0.3315
H  0.107  2.838  0.686  0.4525
H  0.116  3.961  -0.698  0.5043
C  8.644  -1.798  0.350  -1.6798
C  7.151  -1.865  -0.002  2.1595
C  7.009  -2.072  -1.532  -1.8335
C  6.502  -3.081  0.666  -1.6517
Si  6.236  -0.229  0.319  -0.2581
Br  4.040  -0.645  0.418  -0.2330
C  6.531  1.304  -0.768  2.4293
C  8.020  1.434  -1.128  -1.7094
C  5.702  1.071  -2.057  -1.7723
C  6.035  2.622  -0.163  -2.0215
C  6.616  0.407  2.554  1.5453
C  7.952  1.069  2.408  -1.4594
C  6.611  -0.911  3.265  -1.6488
C  5.460  1.295  2.896  -1.5264
H  9.133  -2.685  -0.061  0.5433
H  8.820  -1.814  1.424  0.2950
H  9.147  -0.927  -0.074  0.3299
H  7.443  -3.047  -1.765  0.5940
H  7.548  -1.334  -2.118  0.3553
H  5.966  -2.095  -1.854  0.3263
H  7.057  -3.968  0.351  0.5306
H  5.467  -3.215  0.353  0.2651
H  6.534  -3.051  1.752  0.3313
H  8.398  0.587  -1.693  0.3434
H  8.658  1.577  -0.254  0.3268
H  8.139  2.318  -1.760  0.5553
H  5.921  0.128  -2.557  0.3413
H  5.960  1.876  -2.750  0.5291
H  4.633  1.136  -1.856  0.2148
H  6.621  2.952  0.692  0.3734
H  4.981  2.574  0.111  0.2879
H  6.132  3.397  -0.928  0.5963
H  8.720  0.412  2.002  0.3159
H  8.278  1.326  3.427  0.5341
H  7.918  2.000  1.851  0.2804
H  7.465  -1.535  3.029  0.3149
H  5.680  -1.462  3.132  0.3186
H  6.677  -0.672  4.337  0.5708
H  5.366  2.166  2.250  0.3189
H  5.670  1.675  3.907  0.5229
H  4.519  0.754  2.942  0.3541

Atomic forces in eV per Å
Ir -0.919 -0.073 0.013
C -0.034 -0.047 0.011
C -0.016 -0.077 -0.001
C 0.039 -0.012 0.089
C 0.016 0.099 0.030
C 0.012 -0.009 -0.005
C -0.014 -0.032 -0.032
N 0.441 0.204 -0.086
C -0.022 0.011 0.117
C 0.014 0.056 0.026
N 0.523 0.483 -0.023
C -0.038 -0.110 0.055
C -0.021 0.189 -0.034
O 0.047 -0.062 0.007
O -0.103 -0.067 -0.031
C -0.119 -0.194 -0.059
C -0.033 -0.012 0.004
C 0.146 0.085 0.034
C 0.039 0.119 0.052
C -0.087 0.027 -0.029
C 0.029 -0.026 0.045
N -0.046 -0.074 0.034
C 0.055 0.032 -0.052
C -0.094 0.004 0.042
N 0.074 0.077 -0.014
C 0.167 -0.096 0.034
C -0.112 -0.225 -0.028
O 0.089 0.134 0.017
O 0.050 -0.263 0.132
H -0.041 0.010 0.020
H 0.001 -0.016 -0.005
H -0.015 -0.011 0.007
H -0.076 0.011 -0.034
H -0.009 0.033 0.048
H -0.025 -0.030 0.002
H 0.004 -0.002 0.001
H 0.003 -0.006 -0.002
H -0.004 0.004 -0.001
H -0.008 -0.014 0.003
H 0.068 0.066 0.026
H 0.016 0.006 0.007
H -0.172 -0.075 -0.081
H -0.117 -0.071 -0.010
H 0.002 -0.042 -0.023
H -0.031 0.027 0.034
H 0.048 -0.022 -0.009
H -0.015 -0.015 0.012
H -0.010 0.013 0.010
H -0.003 -0.008 -0.053
H 0.054 0.005 -0.018
H 0.002 -0.004 0.003
H -0.005 0.015 -0.015
H 0.005 0.005 -0.002
H -0.029 -0.035 -0.010
H -0.050 -0.054 -0.085
H 0.000 -0.010 0.022
H 0.021 -0.001 0.001
H 0.017 -0.024 -0.016
H -0.004 0.003 -0.011
H -0.001 0.016 0.002
H 0.007 -0.016 0.007
H 0.061 -0.065 -0.185
H 0.003 0.043 0.016
H 0.021 -0.004 -0.024
H 0.070 0.002 0.009
H -0.019 0.024 -0.023
H -0.008 0.081 0.038
H 0.084 -0.004 -0.040
C -0.008 0.032 -0.082
C 0.033 0.010 -0.025
C -0.020 -0.038 0.038
C 0.029 -0.014 0.065
Si 0.006 -0.044 0.035
Br 0.068 0.060 0.030
C -0.016 0.041 0.012
C -0.009 0.081 0.091
C 0.075 -0.022 -0.026
C -0.007 0.000 -0.068
C 0.060 -0.045 -0.052
C 0.007 -0.066 0.066
C -0.045 0.041 0.018
C -0.007 0.106 -0.045
H -0.001 0.004 -0.002
H -0.001 0.013 0.055
H -0.025 -0.043 0.014
H 0.000 0.004 0.004
H 0.047 0.086 -0.046
H -0.013 0.001 0.000
H -0.006 0.005 0.005
H -0.013 0.008 0.000
H 0.004 -0.001 -0.007
H 0.026 -0.102 -0.053
H -0.030 0.000 -0.046
H 0.000 -0.003 0.007
H -0.009 0.045 0.023
H 0.003 -0.013 0.000
H -0.023 -0.007 0.012
H -0.010 0.007 -0.015
H -0.056 0.002 0.013
H -0.006 -0.006 -0.004
H 0.001 -0.012 -0.007
H 0.001 -0.017 -0.001
H 0.002 0.024 -0.006
H 0.032 -0.035 -0.027
H -0.005 0.006 0.002
H -0.004 -0.002 -0.007
H -0.005 -0.079 0.066
H 0.003 0.009 -0.008
H -0.010 -0.004 0.008



Entry from OMol25: C20H23N4O2SSbSe4Y as an isolated structure in a non-equilibrium geometry (ωB97M-V/def2-TZVPD).

## Properties
* energy above the lowest of the compared OMol25 structures with the same formula, charge and spin: 0.298 eV
* E_HOMO (spin up / spin down): -0.313 / -1.400 eV
* E_LUMO (spin up / spin down): 3.92 / 3.90 eV
* charge: -2
* energy: -310973.879 eV
* 2S+1: 2
* <S²>: 0.7689
* HOMO-LUMO gap (spin up / spin down): 0.156 / 0.195 hartree
* M: 910.0 Da

Each line ends with the Mulliken charge.
Element x y z (Å)
Y  -0.285  -0.017  0.312  0.2094
O  1.660  0.727  -0.494  -0.6620
N  2.940  0.835  -0.183  0.3313
C  3.592  -0.270  0.233  -0.1552
C  4.917  -0.242  0.573  -1.0049
C  5.591  0.986  0.494  -0.0999
C  4.913  2.093  0.080  -0.8261
C  3.548  2.058  -0.275  0.1873
S  2.702  3.417  -0.764  -0.4016
H  2.966  -1.151  0.289  0.5273
H  5.393  -1.144  0.923  0.4266
H  6.635  1.060  0.762  0.3512
H  5.396  3.059  0.008  0.4056
Se  -4.975  -1.486  1.022  -0.8341
Sb  -2.709  -0.906  1.722  0.8560
Se  -2.069  1.905  0.751  -0.8207
Se  -1.058  -2.595  0.309  -0.8899
Se  -2.524  -1.113  4.166  -0.7789
C  1.013  3.463  4.591  -0.8410
N  0.291  2.878  3.449  0.3588
C  -0.757  1.926  3.913  -0.6391
C  1.245  2.295  2.417  -1.7350
C  1.736  0.927  2.811  1.1229
C  2.896  0.800  3.569  -0.0136
C  3.290  -0.449  4.018  -0.8301
C  2.509  -1.549  3.697  -0.5793
C  1.381  -1.402  2.910  -0.6615
C  0.943  -0.160  2.408  1.1592
H  0.311  4.016  5.213  0.3492
H  1.801  4.124  4.229  0.3216
H  1.455  2.646  5.166  0.3785
H  -0.203  3.623  2.947  0.3362
H  -0.279  1.082  4.404  0.3996
H  -1.315  1.570  3.048  -0.0582
H  -1.409  2.453  4.599  0.3478
H  2.026  3.047  2.263  0.4382
H  0.623  2.251  1.514  0.0138
H  3.507  1.673  3.782  0.4442
H  4.201  -0.566  4.594  0.3340
H  2.794  -2.531  4.051  0.3235
H  0.804  -2.293  2.661  0.2579
N  -5.082  -1.202  -2.308  -0.1628
C  -4.643  -0.419  -3.304  0.1864
O  -5.265  -0.225  -4.341  -0.7091
C  -3.314  0.236  -3.066  0.4714
C  -3.064  1.507  -3.572  -0.3450
C  -1.856  2.115  -3.285  -0.6436
C  -0.930  1.420  -2.526  0.0713
N  -1.141  0.184  -2.078  -0.4765
C  -2.319  -0.390  -2.334  -0.5115
H  -6.002  -1.595  -2.422  0.1765
H  -4.732  -1.146  -1.353  0.0791
H  -3.830  2.001  -4.151  0.4341
H  -1.634  3.121  -3.612  0.4089
H  0.022  1.869  -2.261  0.2258
H  -2.466  -1.375  -1.887  0.7460

Atomic forces in eV per Å
Y 0.870 0.109 -0.898
O 0.136 -0.178 -0.122
N -0.086 -0.066 0.039
C 0.054 -0.238 0.088
C -0.153 0.056 0.001
C -0.049 -0.197 0.012
C 0.307 0.042 0.073
C -0.097 0.171 -0.046
S -0.277 0.509 -0.186
H 0.074 0.035 0.006
H 0.012 -0.054 0.009
H 0.101 -0.028 0.034
H -0.034 -0.051 0.001
Se 0.028 0.064 0.016
Sb -0.855 -0.573 0.730
Se -0.502 0.590 -0.058
Se -0.246 -0.281 0.143
Se 0.009 -0.007 -0.099
C 0.130 -0.009 0.175
N -0.010 0.337 -0.117
C 0.102 -0.491 0.267
C -0.056 -0.170 -0.329
C -0.259 0.316 -0.106
C 0.085 0.097 0.129
C 0.226 0.089 0.050
C 0.067 -0.073 0.092
C -0.377 -0.136 -0.204
C 0.610 -0.250 0.237
H 0.012 -0.049 0.007
H -0.063 -0.019 0.008
H -0.053 0.112 -0.105
H -0.018 -0.144 -0.041
H -0.043 0.078 0.014
H 0.058 0.110 0.155
H -0.136 0.113 0.095
H -0.044 -0.095 0.045
H 0.291 0.074 0.149
H 0.031 0.058 0.056
H -0.002 0.019 0.011
H 0.033 -0.111 0.049
H 0.072 0.137 0.020
N -0.055 -0.003 -0.421
C -0.003 0.081 0.227
O -0.093 0.080 -0.374
C 0.028 0.079 -0.078
C 0.005 -0.172 0.135
C -0.048 -0.072 -0.076
C 0.187 0.086 -0.173
N -0.014 0.059 -0.087
C -0.060 -0.172 0.250
H 0.037 0.017 0.035
H 0.052 -0.111 0.329
H -0.064 0.032 -0.052
H 0.003 0.028 -0.023
H 0.019 0.025 0.042
H 0.057 0.147 -0.136



What is the formula in the first record? C23H12Cl4F5N2NiO3S



Which of these has the highest M? C20H23N4O2SSbSe4Y